# 1
This record from the Open Molecules 2025 dataset describes a 16-piece molecular cluster, C40H122N10O16 overall in a non-equilibrium geometry. The level of theory is ωB97M-V/def2-TZVPD.

Geometry (Å):
O  2.53  4.05  -3.82
H  1.65  3.82  -3.42
H  2.84  4.78  -3.24
O  -1.23  -3.00  4.76
H  -0.28  -3.03  4.83
H  -1.50  -3.48  3.94
O  -0.59  -1.64  -0.65
H  -0.73  -0.70  -0.43
H  -0.17  -2.11  0.10
O  -4.37  6.65  -3.18
H  -4.56  7.04  -4.04
H  -3.47  7.01  -3.02
O  0.79  6.55  -4.53
H  1.06  5.72  -4.93
H  1.66  7.00  -4.59
O  -1.72  -0.27  4.21
H  -2.36  -0.54  3.53
H  -1.38  -1.15  4.44
C  3.18  6.21  -1.06
C  2.68  6.20  0.37
C  3.82  6.25  1.39
O  4.57  5.06  1.19
C  5.77  5.09  1.92
N  1.83  7.39  0.70
H  3.75  5.32  -1.29
H  3.83  7.05  -1.40
H  2.28  6.38  -1.72
H  2.07  5.32  0.58
H  3.43  6.28  2.40
H  4.54  7.02  1.24
H  6.35  6.04  1.91
H  6.38  4.30  1.46
H  5.60  4.77  2.97
H  0.88  7.31  0.33
H  2.25  8.18  0.28
C  -5.71  -1.20  4.77
C  -5.32  -1.57  3.29
C  -5.86  -0.43  2.50
O  -5.57  -0.57  1.14
C  -6.11  0.59  0.44
N  -3.89  -1.73  3.18
H  -5.01  -0.33  4.98
H  -5.45  -2.01  5.49
H  -6.70  -0.78  4.88
H  -5.88  -2.45  3.04
H  -5.38  0.56  2.95
H  -6.97  -0.33  2.69
H  -7.26  0.66  0.59
H  -5.81  0.45  -0.59
H  -5.70  1.47  0.85
H  -3.49  -2.33  3.88
H  -3.59  -1.94  2.24
C  -3.77  -5.55  4.14
C  -2.59  -5.89  3.28
C  -2.82  -7.09  2.40
O  -3.84  -6.82  1.45
C  -4.41  -8.05  0.86
N  -2.09  -4.72  2.54
H  -3.52  -4.61  4.72
H  -4.14  -6.35  4.70
H  -4.60  -5.26  3.45
H  -1.78  -6.21  3.96
H  -3.05  -7.99  3.06
H  -1.87  -7.30  1.86
H  -5.41  -8.36  1.40
H  -3.68  -8.85  0.75
H  -4.82  -7.80  -0.12
H  -1.36  -4.97  1.87
H  -2.88  -4.35  2.02
C  2.28  -1.26  2.00
C  1.33  -2.05  2.93
C  1.21  -3.48  2.33
O  0.51  -3.30  1.16
C  0.39  -4.50  0.41
N  1.68  -2.06  4.36
H  2.25  -0.16  2.00
H  2.25  -1.57  0.93
H  3.29  -1.40  2.41
H  0.31  -1.66  2.81
H  0.69  -4.25  2.97
H  2.21  -3.86  2.10
H  -0.34  -4.29  -0.35
H  0.17  -5.35  1.11
H  1.45  -4.70  0.03
H  2.55  -2.54  4.50
H  1.72  -1.06  4.70
C  -2.29  0.14  -6.36
C  -1.10  0.20  -5.38
C  0.02  0.97  -5.97
O  -0.40  2.37  -6.08
C  0.62  3.16  -6.52
N  -1.57  0.63  -4.07
H  -2.80  1.11  -6.42
H  -3.05  -0.57  -6.01
H  -1.98  -0.18  -7.35
H  -0.61  -0.72  -5.17
H  0.25  0.54  -6.94
H  0.87  0.83  -5.26
H  0.28  4.20  -6.57
H  0.86  3.02  -7.59
H  1.58  2.95  -6.02
H  -0.93  0.59  -3.32
H  -2.05  1.48  -4.12
C  2.39  2.64  3.46
C  1.36  2.40  4.62
C  0.12  3.34  4.53
O  0.45  4.67  4.85
C  0.22  5.65  3.86
N  0.98  0.98  4.63
H  2.80  3.67  3.38
H  1.97  2.47  2.45
H  3.28  2.01  3.58
H  1.87  2.70  5.57
H  -0.69  2.84  5.07
H  -0.27  3.41  3.50
H  0.69  6.56  4.17
H  -0.90  5.79  3.75
H  0.72  5.38  2.93
H  0.31  0.76  5.33
H  0.41  0.81  3.83
C  7.30  -0.68  2.26
C  6.36  0.31  1.58
C  5.67  -0.25  0.36
O  6.76  -0.74  -0.50
C  6.45  -0.71  -1.88
N  5.39  0.87  2.51
H  7.94  -0.17  2.91
H  7.88  -1.07  1.43
H  6.70  -1.48  2.66
H  6.92  1.18  1.10
H  5.09  0.57  -0.03
H  4.98  -1.10  0.61
H  6.06  0.24  -2.17
H  5.75  -1.54  -2.14
H  7.38  -0.88  -2.42
H  5.02  0.20  3.21
H  4.69  1.55  2.14
C  1.75  -3.84  -3.58
C  2.72  -2.76  -3.10
C  2.65  -1.48  -3.97
O  3.56  -0.59  -3.47
C  3.72  0.57  -4.26
N  2.43  -2.52  -1.73
H  1.62  -3.95  -4.74
H  0.74  -3.69  -3.22
H  2.04  -4.78  -3.13
H  3.74  -3.10  -3.26
H  1.58  -1.03  -3.89
H  2.87  -1.67  -5.04
H  2.84  1.22  -4.22
H  3.97  0.29  -5.29
H  4.47  1.23  -3.76
H  2.88  -1.69  -1.36
H  1.42  -2.24  -1.64
C  -2.73  -4.92  -1.78
C  -3.34  -3.56  -1.40
C  -4.04  -2.90  -2.67
O  -4.26  -1.64  -2.25
C  -4.82  -0.80  -3.20
N  -4.19  -3.70  -0.18
H  -1.97  -5.18  -1.04
H  -2.33  -5.08  -2.79
H  -3.42  -5.66  -1.62
H  -2.49  -2.83  -1.20
H  -4.92  -3.40  -3.06
H  -3.35  -3.01  -3.51
H  -4.13  -0.63  -4.01
H  -5.24  0.07  -2.75
H  -5.65  -1.32  -3.74
H  -4.94  -4.33  -0.38
H  -4.47  -2.75  -0.06
C  0.96  3.02  -0.31
C  0.12  2.35  -1.44
C  -1.35  2.17  -0.96
O  -1.40  1.20  0.05
C  -2.68  0.66  0.39
N  0.13  3.26  -2.61
H  0.86  4.08  -0.23
H  2.02  2.73  -0.40
H  0.62  2.53  0.64
H  0.58  1.43  -1.74
H  -2.04  1.95  -1.79
H  -1.58  3.18  -0.57
H  -3.38  1.45  0.70
H  -2.56  0.09  1.30
H  -3.06  0.01  -0.36
H  -0.19  4.23  -2.32
H  -0.51  2.97  -3.34

Output
HOMO-LUMO gap ... 8.83 eV
Energy relative to the best compared isomer or geometry (same formula, charge and spin) ... 372.4 kJ/mol
Total energy ... -3348.34661 Ha
F_max ... 3.33 eV Å⁻¹

---

# 2
This record from the Open Molecules 2025 dataset describes C40H27BF4LaN7O13P2 as an isolated structure in a non-equilibrium geometry. The level of theory is ωB97M-V/def2-TZVPD.

Geometry (Å):
La  0.23  -1.65  -2.18
O  3.48  -4.11  -4.34
C  2.61  -3.74  -3.55
O  1.61  -2.99  -3.67
C  2.61  -4.47  -2.17
C  3.33  -5.60  -1.82
C  3.19  -6.13  -0.46
C  2.44  -5.38  0.45
C  1.62  -4.37  -0.03
N  1.67  -3.92  -1.32
C  0.62  -3.60  0.82
O  0.51  -3.90  2.05
O  -0.15  -2.84  0.14
H  4.11  -6.05  -2.42
H  3.74  -7.04  -0.18
H  2.33  -5.57  1.51
O  1.02  -0.13  -0.22
P  0.64  0.04  1.24
C  -0.97  -0.72  1.74
P  -2.19  -0.56  0.40
O  -1.68  -0.46  -0.97
C  -3.08  0.91  0.99
C  -3.91  0.90  2.21
C  -4.49  2.05  2.69
C  -4.48  3.27  1.91
C  -3.78  3.21  0.66
C  -3.06  2.07  0.23
C  -3.24  -2.04  0.51
C  -4.38  -2.01  -0.23
C  -5.20  -3.14  -0.39
C  -4.81  -4.27  0.29
C  -3.61  -4.32  1.02
C  -2.83  -3.23  1.17
C  1.97  -0.57  2.36
C  3.30  -0.35  1.98
C  4.28  -0.91  2.79
C  3.95  -1.60  3.95
C  2.65  -1.76  4.30
C  1.67  -1.22  3.54
C  0.50  1.77  1.64
C  0.49  2.11  3.01
C  0.11  3.39  3.37
C  -0.28  4.37  2.42
C  -0.04  4.06  1.05
C  0.32  2.79  0.70
H  -1.59  -0.19  2.53
H  -0.82  -1.79  1.89
H  -3.93  0.01  2.77
H  -4.93  2.01  3.67
H  -4.82  4.16  2.35
H  -3.69  4.08  0.04
H  -2.47  2.12  -0.62
H  -4.60  -1.18  -0.84
H  -6.11  -3.15  -0.89
H  -5.39  -5.23  0.26
H  -3.34  -5.26  1.45
H  -1.93  -3.36  1.74
H  3.76  0.18  1.07
H  5.30  -0.72  2.52
H  4.77  -1.93  4.62
H  2.42  -2.29  5.20
H  0.61  -1.41  3.69
H  0.62  1.36  3.74
H  -0.12  3.53  4.50
H  -0.69  5.29  2.69
H  -0.21  4.75  0.21
H  0.31  2.47  -0.31
F  -1.70  -3.07  -2.77
B  -2.03  -2.93  -4.24
F  -1.28  -1.76  -4.52
F  -3.40  -2.81  -4.33
F  -1.39  -3.98  -4.92
N  -1.56  3.97  -2.05
C  -1.17  4.81  -2.96
N  -1.37  6.12  -3.16
C  -2.02  6.86  -2.28
N  -2.61  7.57  -1.55
O  4.82  4.88  -0.58
N  3.67  4.96  -1.04
O  3.07  6.01  -1.01
C  3.06  3.83  -1.65
C  3.62  2.58  -1.50
C  2.98  1.44  -2.01
C  1.67  1.57  -2.61
O  1.02  0.57  -3.01
C  1.18  2.91  -2.81
C  1.76  4.00  -2.27
N  -0.12  2.87  -3.49
O  -0.39  4.29  -3.89
O  -1.14  2.70  -2.50
N  3.60  0.12  -1.79
O  3.08  -0.97  -2.05
O  4.69  0.18  -1.22
H  4.57  2.52  -1.05
H  1.43  5.03  -2.21

Output
HOMO-LUMO gap ... 6.57 eV
Charge ... -2
Energy relative to the best compared isomer or geometry (same formula, charge and spin) ... 256.4 kJ/mol
Total energy ... -4040.88154 Ha
F_max ... 4.18 eV Å⁻¹